Record 1
Molecular formula: C3H12O3
Method: DFT, wB97M-V/def2-TZVPD

Energy relative to the best compared isomer or geometry (same formula, charge and spin)   59.3 kcal/mol

CARTESIAN COORDINATES (ANGSTROEM)
C1 1.142 -2.918 -0.594
C2 0.555 -1.514 -0.272
C3 -0.796 -1.308 -0.898
O1 -0.610 0.027 -1.657
H1 2.227 -2.771 -0.770
H2 0.781 -3.217 -1.567
H3 1.073 -3.808 0.046
H4 0.693 -1.473 0.820
H5 1.326 -0.809 -0.626
H6 -0.969 -1.945 -1.769
H7 -1.548 -1.179 -0.136
H8 -0.407 0.941 -1.811
O2 -1.345 2.538 -0.420
H9 -0.592 2.969 -0.839
H10 -1.448 1.716 -0.932
O3 0.027 4.358 4.110
H11 0.727 4.351 3.462
H12 -0.836 4.042 3.852



Record 2
Molecular formula: C3H12O3
Method: DFT, wB97M-V/def2-TZVPD

Energy relative to the best compared isomer or geometry (same formula, charge and spin)   25.5 kcal/mol

CARTESIAN COORDINATES (ANGSTROEM)
C1 18.185 -14.740 26.906
O1 16.892 -14.158 26.759
H1 18.892 -14.325 26.185
H2 18.534 -14.497 27.907
H3 18.153 -15.828 26.808
H4 16.573 -14.323 25.868
C2 14.005 -15.558 27.827
O2 14.689 -14.512 28.505
H5 13.875 -15.341 26.763
H6 14.533 -16.513 27.928
H7 13.026 -15.665 28.286
H8 15.494 -14.305 28.003
C3 15.665 -11.423 29.966
O3 14.391 -11.855 29.559
H9 16.151 -12.114 30.674
H10 16.355 -11.270 29.124
H11 15.544 -10.469 30.479
H12 14.469 -12.720 29.134



Record 3
Molecular formula: C3H12O3S
Method: DFT, wB97M-V/def2-TZVPD

Energy relative to the best compared isomer or geometry (same formula, charge and spin)   93.1 kcal/mol

CARTESIAN COORDINATES (ANGSTROEM)
O1 0.845 -1.025 -1.434
C1 -0.213 -1.623 -0.495
C2 -1.701 -1.135 -0.521
C3 -1.873 -0.143 0.579
S1 -1.369 1.473 0.025
H1 0.669 -0.057 -1.594
H2 -0.304 -2.669 -0.437
H3 0.336 -1.409 0.414
H4 -1.851 -0.514 -1.327
H5 -2.336 -1.969 -0.649
H6 -1.737 -0.576 1.501
H7 -3.031 0.004 0.752
H8 -0.448 2.498 -0.189
O2 1.797 2.045 0.578
H9 1.249 1.628 -0.052
H10 1.885 1.461 1.323
O3 2.877 -1.296 1.039
H11 3.680 -0.842 0.787
H12 2.362 -1.510 0.233



Record 4
Molecular formula: C3H12O4
Method: DFT, wB97M-V/def2-TZVPD

<S²>   0.76
2S+1   2
Net charge   +1
Energy relative to the best compared isomer or geometry (same formula, charge and spin)   86.1 kcal/mol

CARTESIAN COORDINATES (ANGSTROEM)
C1 -1.080 0.796 0.462
O1 -2.429 1.515 0.313
C2 -1.052 -0.646 -0.029
C3 0.125 -1.371 0.494
O2 -0.193 -2.657 0.903
H1 -0.923 0.744 1.589
H2 -0.200 1.350 -0.050
H3 -2.677 1.708 -0.558
H4 -1.303 -0.938 -1.073
H5 -1.868 -1.030 0.640
H6 0.476 -0.768 1.332
H7 0.954 -1.386 -0.249
H8 0.578 -3.196 0.785
H9 -1.554 4.276 3.089
H10 -0.958 2.938 2.353
O3 -1.017 3.444 3.216
H11 3.646 -1.201 -4.410
H12 5.054 -1.934 -4.036
O4 4.420 -1.644 -4.770



Record 5
Molecular formula: C3H12Si4
Method: DFT, wB97M-V/def2-TZVPD

Energy relative to the best compared isomer or geometry (same formula, charge and spin)   8.7 kcal/mol

CARTESIAN COORDINATES (ANGSTROEM)
C1 -0.682 -1.480 -1.382
C2 -1.147 -0.763 -0.378
C3 -1.480 -1.561 -2.634
Si1 1.750 2.209 0.887
Si2 2.080 -0.245 1.336
Si3 -0.505 1.957 1.522
Si4 -0.366 -0.330 1.239
H1 0.321 -2.002 -1.348
H2 -2.121 -0.450 -0.653
H3 -2.445 -1.605 -2.347
H4 -1.119 -2.422 -3.342
H5 -1.333 -0.671 -3.176
H6 2.678 3.223 1.495
H7 2.510 2.054 -0.289
H8 2.865 -1.095 0.385
H9 2.659 -0.502 2.664
H10 -0.405 2.663 2.811
H11 -1.707 2.414 0.780
H12 -1.554 -1.394 2.433



Record 6
Molecular formula: C3H13CaN2O
Method: DFT, wB97M-V/def2-TZVPD

Net charge   -1
Energy relative to the best compared isomer or geometry (same formula, charge and spin)   49.7 kcal/mol

CARTESIAN COORDINATES (ANGSTROEM)
C1 -0.760 -1.071 1.915
Ca1 -0.233 2.443 -1.604
N1 0.394 0.522 -2.589
H1 -0.907 -0.343 1.065
H2 0.442 0.429 -3.609
H3 -0.680 -1.790 1.076
H4 -1.661 -1.429 2.423
H5 -0.583 -0.041 2.435
H6 0.190 -1.452 2.370
H7 1.315 0.261 -2.209
H8 -0.251 -0.222 -2.300
C2 2.390 3.865 0.928
C3 2.115 2.437 0.711
N2 2.741 1.473 1.385
O1 1.232 2.044 -0.152
H9 3.360 3.975 1.446
H10 1.606 4.335 1.550
H11 2.460 4.394 -0.037
H12 2.508 0.506 1.175
H13 3.453 1.676 2.077



Record 7
Molecular formula: C3H13CdN2O
Method: DFT, wB97M-V/def2-TZVPD

Net charge   -1

CARTESIAN COORDINATES (ANGSTROEM)
C1 2.187 1.141 0.132
Cd1 0.230 -0.593 -0.440
N1 -1.389 -2.327 -0.185
N2 0.187 -0.183 -2.812
H1 -2.210 -1.734 -0.004
H2 2.179 0.013 0.368
H3 2.652 1.504 1.049
H4 1.248 1.730 -0.003
H5 2.807 1.246 -0.768
H6 -0.798 0.039 -2.963
H7 0.448 -0.884 -3.533
H8 0.733 0.663 -3.027
H9 -1.465 -2.661 -1.154
H10 -1.496 -3.138 0.412
C2 -0.615 0.852 2.551
C3 -0.993 0.568 1.121
O1 -2.011 0.924 0.561
H11 0.345 0.441 2.884
H12 -1.426 0.450 3.183
H13 -0.614 1.951 2.627



Record 8
Molecular formula: C3H13N2
Method: DFT, wB97M-V/def2-TZVPD

Net charge   +1
Energy relative to the best compared isomer or geometry (same formula, charge and spin)   29.7 kcal/mol

CARTESIAN COORDINATES (ANGSTROEM)
C1 -2.236 -0.920 0.307
N1 -1.640 -0.248 -0.866
H1 -3.293 -1.195 0.215
H2 -2.140 -0.239 1.151
H3 -1.632 -1.773 0.611
H4 -1.690 -0.870 -1.668
H5 -2.276 0.512 -1.099
H6 0.040 0.505 -0.388
C2 1.410 -0.827 0.302
N2 1.093 0.433 -0.451
C3 1.554 1.660 0.340
H7 1.154 -0.738 1.356
H8 2.464 -1.071 0.171
H9 0.717 -1.577 -0.082
H10 1.625 0.432 -1.311
H11 1.197 2.474 -0.305
H12 1.022 1.751 1.281
H13 2.632 1.692 0.435



Quick rundown of E, same order as above: -347.11410; -347.16787; -745.25227; -421.99791; -1279.29649; -984.20936; -474.44308; -231.34910 hartree